Density functional theory data (wB97M-V/def2-TZVPD) for a structure of composition C26H53BBr18I2NO in a non-equilibrium geometry.

Computed properties:
Kohn-Sham gap: 7.88 eV
total energy: -1308997.439 eV
total charge: +1
E_HOMO: -0.3965 hartree
largest force on an atom: 0.04206 Eh/bohr
LUMO level: -2.9 eV

XYZ file:
```
102
Properties=species:S:1:pos:R:3:forces:R:3
C -0.041156 -1.446974 -1.862237 0.2268 0.4803 -0.2064
B -1.027292 -0.505704 -1.148602 -0.6371 -0.3342 0.1159
O -1.070730 -0.634944 0.204821 -0.2059 0.3846 0.4352
C -1.916204 0.644887 -1.862273 1.8158 -0.4084 -1.1018
C -3.186901 0.293729 -2.661930 -0.8888 -0.0248 0.9789
I -2.782638 -1.198159 -4.125970 0.8213 0.3913 -0.8044
C -4.474279 -0.054310 -1.809681 0.5829 -0.6122 -0.0307
C -4.338019 0.026724 -0.294090 -0.2612 0.2060 -0.4508
I -5.164340 -2.074155 -2.116771 -0.8656 -0.1893 0.4449
C -0.877579 1.273986 -2.873042 -0.3410 1.6011 -0.0570
C -0.977946 2.800458 -2.684119 0.1876 -0.6231 0.7918
C -1.042825 2.859433 -1.184873 -0.0588 -0.9962 -0.0827
N -2.108308 1.838584 -0.931814 -1.7877 0.8376 -0.4927
H 0.027470 -1.329766 -2.934831 0.0308 -0.0609 -0.1920
H -0.316420 -2.464252 -1.613462 0.0287 -0.3144 -0.0035
H 0.945892 -1.256578 -1.434693 0.1461 -0.1243 0.0588
H -1.861689 -0.274228 0.620914 0.0924 -0.0319 0.1819
H -3.441036 1.165877 -3.259407 -0.0149 0.1545 -0.1542
H -5.316506 0.541489 -2.130778 -0.0244 0.1980 -0.2695
H -3.672071 -0.746928 0.074679 0.1230 0.1868 -0.0199
H -4.082212 1.017927 0.068719 -0.0018 0.1401 0.1431
H -5.303912 -0.195239 0.143453 -0.0760 -0.0127 0.1178
H 0.152315 1.061239 -2.612738 0.1416 -0.5971 -0.1166
H -1.078173 1.067850 -3.912899 0.0805 -0.6501 -0.0873
H -1.896374 3.217871 -3.088189 0.1234 0.3042 -0.4481
H -0.067771 3.303941 -2.980140 -0.2507 0.2091 -0.5830
H -0.138958 2.430303 -0.760581 -0.3775 -0.0334 -0.3283
H -1.269964 3.811714 -0.723223 -0.2955 0.0178 0.0834
H -2.958872 2.297514 -1.276325 -0.0983 -0.0615 0.1372
H -2.342736 1.674687 0.050810 0.5483 -0.1935 -0.0509
Br 0.475174 -6.054149 2.200762 -0.0600 0.0387 -0.1379
C 0.600738 -4.264843 1.455498 -0.0145 -0.2251 0.2229
C -0.727477 -3.573125 1.357235 -0.0075 0.2714 -0.0442
Br -1.791713 -4.213110 -0.133447 0.0456 -0.0592 -0.0970
H 1.076773 -4.358279 0.487436 0.0230 -0.0146 0.0310
H 1.252465 -3.713236 2.130641 0.0117 0.0378 -0.0172
H -0.568192 -2.515990 1.151047 0.0000 -0.1313 0.0548
H -1.343554 -3.681731 2.244787 0.0219 -0.0900 0.0419
Br 0.892612 -9.340843 3.463218 -0.0396 -0.0127 0.0628
C 1.703595 -8.165190 4.785451 0.0477 -0.0481 -0.1589
C 2.494959 -8.929648 5.808790 -0.1169 0.0087 0.2119
Br 1.338870 -9.813714 7.101665 0.0224 -0.0410 -0.0364
H 0.897015 -7.588401 5.225584 -0.0097 -0.0024 0.0421
H 2.358135 -7.506360 4.221218 0.0266 0.0068 0.0065
H 3.114928 -8.254137 6.391591 0.0235 0.0344 -0.0331
H 3.119607 -9.698110 5.367332 0.0218 0.0015 -0.0357
Br 5.347687 -7.488056 4.086510 -0.0203 -0.0454 0.0314
C 6.143983 -6.289450 5.394635 0.0568 0.0017 -0.1918
C 6.942439 -7.036342 6.428232 -0.0699 0.0083 0.1749
Br 5.799782 -7.925983 7.725095 0.0134 -0.0320 -0.0435
H 5.332273 -5.716250 5.829583 -0.0029 0.0084 0.0461
H 6.789113 -5.627735 4.820647 0.0228 -0.0036 0.0015
H 7.553022 -6.345235 7.004005 0.0035 0.0313 -0.0169
H 7.573114 -7.801861 5.989642 0.0197 0.0014 -0.0355
Br -4.796418 -5.720625 1.072344 -0.1181 -0.0033 0.1221
C -6.042198 -4.557014 2.000239 0.0878 -0.1316 -0.1111
C -6.004661 -3.154132 1.454247 -0.1139 -0.0183 0.1341
Br -4.417351 -2.182026 2.047871 -0.0360 -0.4120 0.4533
H -5.789924 -4.600148 3.054341 -0.0253 0.0193 0.0295
H -7.026593 -4.991302 1.844021 -0.0448 0.0639 -0.0054
H -6.848709 -2.577656 1.825351 0.0016 0.0131 0.0441
H -5.993385 -3.131246 0.368928 0.0203 -0.0124 0.0992
Br -0.967754 6.112471 -5.291236 0.0100 0.0492 0.0551
C 0.959677 6.390376 -5.285324 -0.1806 -0.0580 -0.1573
C 1.673417 5.255293 -4.609028 0.0886 0.0095 0.0987
Br 1.483293 5.348415 -2.670520 0.1767 0.1456 0.0853
H 1.139869 7.345287 -4.804360 0.0491 0.0081 0.0218
H 1.250524 6.453396 -6.330969 0.0116 -0.0036 -0.0109
H 2.743104 5.300920 -4.796436 0.0104 0.0468 0.0074
H 1.291554 4.287320 -4.917716 0.0015 -0.0136 -0.0384
Br 2.460973 1.313428 0.289909 -0.0911 0.0121 -0.0650
C 1.034710 2.255391 1.222601 0.1206 -0.1044 -0.0603
C 0.843278 3.654020 0.696424 0.6742 0.3052 0.3453
Br 2.230062 4.862457 1.306574 -0.0181 -0.0375 -0.0152
H 1.286951 2.243403 2.277329 -0.0427 0.0260 0.0354
H 0.140702 1.653823 1.058338 0.0831 -0.0461 0.1380
H -0.091670 4.069833 1.068622 0.2109 -0.1601 -0.0375
H 0.856585 3.695299 -0.388885 0.5274 0.3246 0.4044
Br -1.168263 6.040232 2.013797 -0.2319 0.2213 0.0912
C -2.996735 5.394481 1.910068 0.1735 0.1561 0.0995
C -3.256574 4.277076 2.883701 -0.2201 0.0712 -0.1188
Br -2.425341 2.607206 2.298367 0.0518 -0.0655 0.2887
H -3.160684 5.093042 0.880729 -0.1139 0.0014 -0.0180
H -3.630994 6.246453 2.141837 -0.0425 -0.0179 0.0326
H -4.320745 4.067286 2.955244 0.0005 -0.0602 -0.0290
H -2.856202 4.471402 3.872460 0.0620 0.0023 0.0027
Br 5.480250 -4.848625 1.556607 -0.0158 0.0672 -0.0253
C 5.583686 -3.051186 0.822036 0.0558 -0.1734 0.1768
C 4.225529 -2.410149 0.737724 -0.0354 0.0967 -0.1786
Br 3.190523 -3.120143 -0.751784 0.1160 0.0632 -0.0218
H 6.065211 -3.128557 -0.146754 -0.0045 0.0281 -0.0320
H 6.222695 -2.493478 1.502391 -0.0211 0.0509 0.0003
H 4.313910 -1.343722 0.544754 0.0372 0.0112 0.0020
H 3.636464 -2.566729 1.635438 0.0075 -0.0267 0.0313
Br -0.484551 9.413085 -8.649306 0.0256 -0.0759 0.0647
C 0.381075 10.245962 -7.122316 -0.1315 0.0435 -0.1677
C 1.822764 10.572712 -7.403516 0.0967 -0.0548 0.1385
Br 2.947293 8.984126 -7.366516 -0.0029 0.0009 -0.0414
H 0.264652 9.564666 -6.285924 0.0169 0.0074 0.0417
H -0.181134 11.156202 -6.929045 0.0297 0.0329 0.0085
H 2.222123 11.227838 -6.633315 -0.0169 0.0036 0.0215
H 1.962914 11.028647 -8.377240 -0.0232 0.0059 -0.0287
```
Forces are in eV/Å.